1.
27
Properties=species:S:1:pos:R:3:forces:R:3 method="wB97M-V/def2-TZVPD" relative_energy_kcal_mol=65.3 e_tot_ha=-793.79615 charge=0 lumo_energy_ev="0.0 / -1.5" homo_ev="-8.274 / -9.051"
C 0.8399 1.3451 1.1686 -1.39 1.15 1.00
C -0.9983 -0.0446 1.4511 -0.64 1.77 0.69
C 2.4434 -0.3460 -0.0255 -2.57 0.60 0.42
C 1.1593 0.0421 0.6711 -0.09 -0.98 -0.19
C -0.3580 -2.3355 -0.9201 6.15 -3.44 0.13
C -2.5480 1.5153 -0.8185 2.18 -1.57 0.14
C -0.1709 -2.1280 0.5812 -0.56 -1.07 1.62
N -0.4449 1.2226 1.7239 0.37 -2.21 -0.78
N 0.0389 -0.7242 0.8423 -0.72 0.10 0.51
N 3.1526 0.7840 -0.1995 0.93 -1.21 -0.05
N -0.1206 1.4493 -1.2665 -1.84 2.30 1.21
O 1.4360 2.4028 1.1995 0.78 0.06 -0.02
O -2.1425 -0.4285 1.6886 1.72 0.34 -0.30
O 2.5968 -1.4637 -0.4647 0.79 0.03 -0.19
O -1.3020 0.8267 -1.1530 0.77 -1.47 -1.30
H -0.2119 -3.4541 -1.2379 -0.36 1.86 0.87
H -1.2740 -2.0817 -1.1592 -4.47 1.59 -1.52
H 0.4700 -1.8220 -1.5265 -1.44 -0.43 0.99
H -3.2145 1.0266 -1.5561 -0.22 0.70 1.04
H -2.3576 2.5441 -0.9375 -0.30 1.38 -0.35
H -2.5643 1.2389 0.2383 -1.61 0.23 -0.25
H -1.1472 -2.4788 1.2318 2.55 1.00 -1.76
H 0.7457 -2.4802 1.0955 -0.61 -1.20 -0.97
H -0.9634 2.0044 1.9984 -0.78 1.10 0.50
H 2.8644 1.6283 0.2042 -0.90 1.26 0.95
H 3.6445 0.9218 -1.0254 1.43 -0.32 -1.46
H 0.4265 0.8353 -1.8043 0.82 -1.56 -0.93

2.
214
Properties=species:S:1:pos:R:3:forces:R:3 method="wB97M-V/def2-TZVPD" smiles=CC1(C)CCCC(C)(C)N1O.CC1(C)CCCC(C)(C)N1O.CC1(C)CCCC(C)(C)N1O.CC1(C)CCCC(C)(C)N1O.CC1(C)CCCC(C)(C)N1O.COC[C@H](C)N.COC[C@H](C)N.CO.CO.CO.CO.CO e_tot_ha=-3577.66581 charge=0 lumo_energy_ev=0.2 homo_ev=-8.157
C -5.3012 -10.1473 -7.1992 -0.64 -1.49 -0.09
O -5.7996 -9.2874 -6.2549 -0.20 2.40 1.57
H -5.5696 -11.1163 -6.7783 0.47 -0.82 -0.83
H -5.8227 -9.9907 -8.1435 0.46 -0.20 -0.41
H -4.2163 -10.0672 -7.2672 -0.18 0.21 -0.12
H -6.7576 -9.3355 -6.2138 0.07 -0.11 -0.10
C 2.6755 -10.6442 0.8763 0.52 0.73 -0.04
O 1.6768 -9.6164 1.0482 0.30 -0.82 -0.55
H 3.0420 -11.0100 1.8354 -0.37 -0.42 -0.02
H 2.3654 -11.4266 0.1836 -0.82 -0.08 0.58
H 3.5712 -10.3024 0.3577 0.14 0.74 0.04
H 1.8652 -9.0977 1.8338 0.22 -0.14 0.00
C -4.6069 -12.1862 1.1879 0.94 0.79 0.91
O -3.4711 -12.4106 2.1128 -1.35 -0.29 -1.21
H -5.1306 -11.2792 1.4898 -0.37 -0.17 0.42
H -4.3506 -11.9411 0.1572 0.63 -0.56 -0.10
H -5.2701 -13.0509 1.2122 0.28 0.09 0.18
H -2.8268 -11.7047 2.0222 -0.13 0.14 -0.21
C -8.6212 -2.8977 -6.0661 0.40 -0.37 0.96
O -9.6567 -3.7031 -6.5648 -0.52 -0.08 -1.17
H -8.6863 -3.0862 -4.9945 0.68 0.80 0.36
H -7.6353 -3.1938 -6.4244 0.09 -0.13 -0.09
H -8.7237 -1.8401 -6.3094 -0.52 -0.17 0.00
H -9.3436 -4.6099 -6.5285 -0.14 -0.04 -0.05
C 2.0427 -10.2919 -6.9690 1.44 -0.80 -0.79
O 1.5517 -9.0498 -7.3691 -0.65 0.62 0.79
H 1.3154 -11.1032 -6.9383 -0.26 0.10 -0.04
H 2.7954 -10.5008 -7.7292 -0.02 -0.64 -0.01
H 2.6034 -10.2810 -6.0344 -0.18 0.21 0.28
H 1.2753 -8.6378 -6.5473 -0.33 0.52 -0.23
C -13.2303 -11.2719 -6.2202 -0.11 0.92 -0.20
C -11.9839 -10.6661 -5.6104 -1.22 -0.80 1.03
C -12.3261 -9.5613 -4.5381 2.54 0.10 -0.99
O -10.9986 -9.0264 -4.3064 -0.30 0.65 -0.73
C -10.8998 -8.4614 -3.0388 0.39 -0.93 0.95
N -11.2979 -11.7929 -4.9815 0.50 0.04 0.33
H -13.8131 -10.4448 -6.6256 -0.37 -0.18 -0.11
H -13.7919 -11.7620 -5.4249 -0.23 -0.18 -0.22
H -12.9785 -11.9513 -7.0344 -0.09 -0.13 0.23
H -11.3471 -10.3222 -6.4254 0.03 0.67 0.36
H -12.6510 -9.9359 -3.5674 -0.48 -0.64 -0.21
H -12.9475 -8.7121 -4.8224 -0.37 -0.22 -0.40
H -11.7787 -7.8909 -2.7385 0.01 0.29 -0.09
H -9.9746 -7.9087 -2.8755 -0.13 0.30 -0.56
H -10.8012 -9.3268 -2.3834 -0.24 0.04 0.82
H -10.5911 -11.4784 -4.3321 0.42 0.28 -0.15
H -11.9433 -12.2917 -4.3858 -0.33 -0.21 -0.07
C -2.1120 -4.6278 -0.8688 -1.14 2.15 1.41
C -1.2598 -4.0669 -1.9988 -0.29 0.50 1.11
C -0.1827 -2.9905 -1.6398 -0.15 -1.38 -0.01
O -0.6667 -1.8011 -1.1225 -1.98 0.58 0.07
C 0.3510 -0.9334 -0.8233 1.53 1.37 0.52
N -0.6153 -5.2684 -2.4673 0.96 -0.40 -1.20
H -2.9303 -3.9428 -0.6466 -0.27 0.07 0.15
H -1.5822 -4.6947 0.0814 0.35 -0.27 -0.06
H -2.5779 -5.5886 -1.0880 0.12 0.08 -0.17
H -1.9326 -3.6237 -2.7330 0.15 -0.18 -0.39
H 0.4107 -2.7687 -2.5269 0.13 -0.26 -0.27
H 0.4718 -3.4054 -0.8733 0.41 -0.50 0.03
H 0.1052 0.0805 -0.5075 -1.33 -0.11 -0.15
H 1.0037 -0.7229 -1.6705 0.31 -0.47 -0.29
H 0.9471 -1.2395 0.0364 0.37 -0.69 -0.03
H -1.3510 -5.9494 -2.3446 0.18 -0.47 -0.82
H -0.0057 -5.5517 -1.7134 0.65 -0.04 0.09
C 1.8800 11.9070 2.9714 0.00 -0.36 0.27
C 1.6474 10.9393 4.1628 0.99 -0.32 -0.62
C 0.3269 10.2351 3.8290 -1.60 -1.83 0.99
C 0.0530 8.9889 4.7475 1.02 -0.06 -0.80
C 1.2376 7.9589 4.6324 -0.35 1.20 0.70
C 2.5929 8.6101 4.9816 0.40 0.28 0.53
N 2.7778 9.9288 4.2600 -0.77 -0.87 -0.95
O 4.0372 10.5211 4.6081 -1.31 -0.36 -0.31
C 2.6937 8.7213 6.5475 0.14 -0.48 0.04
C 3.6950 7.6521 4.4539 -0.52 0.16 -0.22
C 1.6095 11.7366 5.4441 -1.27 0.87 0.06
H 2.7207 12.5948 3.0616 0.18 -0.26 0.22
H 0.9855 12.5243 2.8887 -0.09 0.02 -0.09
H 1.9831 11.3169 2.0608 0.09 0.10 -0.01
H -0.5443 10.8452 4.0677 0.32 0.82 0.05
H 0.0904 9.9607 2.8010 1.07 0.07 -0.35
H -0.8755 8.4444 4.5757 -0.14 0.30 -0.64
H -0.1585 9.5126 5.6798 0.74 -0.86 0.83
H 1.2954 7.4564 3.6668 -0.23 0.71 -0.56
H 1.1200 7.0800 5.2661 -0.12 0.23 0.59
H 1.7814 8.9279 7.1071 -0.29 0.68 -0.53
H 2.9360 7.7662 7.0135 0.37 -0.41 -0.48
H 3.4910 9.3808 6.8903 -0.06 0.22 -0.16
H 3.8224 7.7994 3.3814 0.18 0.42 0.04
H 4.6538 7.7384 4.9652 -0.11 0.02 -0.04
H 3.3108 6.6328 4.4924 0.19 -0.19 0.57
H 1.2577 11.1863 6.3168 0.80 -0.25 0.13
H 0.8559 12.5221 5.3882 -0.14 0.20 -0.37
H 2.5374 12.3024 5.5278 0.10 -0.27 0.60
H 3.8289 10.9582 5.4370 0.43 0.24 0.51
C -7.0536 1.7373 2.4178 -0.57 0.98 -1.05
C -7.8058 2.7980 1.4982 -0.19 -0.85 1.51
C -8.3565 3.8003 2.5525 1.45 1.06 -0.26
C -8.8410 5.1025 1.9661 -1.12 -0.13 -0.71
C -7.8418 5.6929 0.9877 0.63 -0.88 0.85
C -7.2490 4.7138 -0.0693 1.09 0.99 1.08
N -6.8588 3.3999 0.5505 -1.28 2.11 1.80
O -6.3764 2.4572 -0.3599 0.06 0.05 -0.23
C -8.2440 4.6683 -1.2096 -0.36 -0.62 -0.66
C -5.9086 5.4103 -0.4302 -0.82 0.02 -1.33
C -9.0099 2.1379 0.8077 -0.07 0.01 0.31
H -7.8261 1.3299 3.0700 0.10 -0.73 -0.33
H -6.3503 2.1899 3.1169 0.17 0.40 -0.35
H -6.5113 1.0484 1.7703 -0.33 -0.48 0.36
H -9.0477 3.3377 3.2570 -0.28 -0.20 -0.44
H -7.5454 4.1456 3.1935 0.55 -0.43 0.11
H -9.0336 5.8331 2.7518 -0.13 -0.02 0.06
H -9.7865 4.9153 1.4571 -0.29 0.20 -0.10
H -6.9939 6.0315 1.5830 0.08 0.18 0.14
H -8.2467 6.5722 0.4867 0.00 -0.11 -0.16
H -8.2656 5.5430 -1.8598 0.45 0.25 0.22
H -8.0870 3.8153 -1.8698 0.02 -0.14 0.06
H -9.2537 4.6119 -0.8031 -0.04 -0.20 -0.05
H -5.5075 4.8651 -1.2846 0.60 0.12 0.10
H -6.1280 6.4239 -0.7657 -0.19 0.06 -0.36
H -5.1927 5.5933 0.3711 -0.14 -0.84 0.19
H -8.6858 1.3496 0.1283 -0.16 0.04 -0.04
H -9.6407 2.8635 0.2942 0.32 0.03 -0.30
H -9.6858 1.7427 1.5661 0.16 -0.42 0.08
H -5.4749 2.4245 -0.0316 0.31 -0.45 -0.50
C 2.9897 5.8723 -7.1050 0.47 -0.54 -0.49
C 3.2809 7.2189 -6.4268 -1.42 -1.27 -1.14
C 2.6176 7.0190 -5.0691 2.37 -0.57 1.57
C 3.1085 8.0088 -3.9996 -1.64 0.35 -0.75
C 4.6254 8.2268 -4.0053 -1.61 -0.76 0.29
C 5.2232 8.4371 -5.3930 2.29 1.26 0.26
N 4.6993 7.4454 -6.3470 0.75 -0.65 2.73
O 5.3693 7.4555 -7.5690 -0.33 0.37 -0.42
C 5.0699 9.8774 -5.9540 -0.95 -0.02 0.45
C 6.7720 8.2367 -5.1832 -0.31 -0.66 -0.79
C 2.5836 8.2985 -7.2149 -1.63 2.00 -0.22
H 3.4322 4.9511 -6.7260 0.89 0.40 0.74
H 3.3534 5.9060 -8.1320 -0.89 -0.02 -0.35
H 1.9496 5.6204 -6.8983 -0.34 0.41 -1.08
H 1.5597 6.7574 -5.0887 -0.14 0.91 -0.31
H 3.0401 6.0800 -4.7114 0.18 -0.44 -0.04
H 2.7179 7.6574 -3.0446 0.35 0.03 0.25
H 2.5450 8.9224 -4.1891 0.30 0.56 0.14
H 5.0578 7.3302 -3.5613 0.21 -0.20 -0.18
H 4.8132 9.0066 -3.2673 0.44 0.39 -0.48
H 3.9975 10.0720 -5.9452 0.07 0.31 -0.47
H 5.4952 10.6991 -5.3776 0.35 -0.38 0.45
H 5.4907 9.9774 -6.9545 -0.24 -0.28 -0.08
H 7.2396 8.3919 -6.1555 0.28 -0.01 0.11
H 7.2764 8.8613 -4.4460 -0.61 0.61 -0.08
H 7.0253 7.2373 -4.8295 -0.29 -0.36 -0.27
H 2.3159 9.1343 -6.5683 0.88 0.47 0.31
H 1.5445 8.2038 -7.5299 -0.15 -1.53 -0.25
H 3.0590 8.7099 -8.1053 0.58 -0.27 0.22
H 5.8297 6.6131 -7.5656 0.14 -0.09 -0.10
C 11.5115 1.8147 -2.2539 0.01 -0.51 0.00
C 11.7215 0.4049 -1.5747 1.67 2.04 -0.43
C 12.5179 0.6541 -0.2531 -1.28 0.24 0.60
C 11.6583 1.2737 0.8891 -1.25 -1.02 -1.10
C 10.3647 0.3811 0.9920 1.68 1.80 1.81
C 9.5625 0.2280 -0.2820 0.09 -1.77 0.88
N 10.5163 -0.3371 -1.3005 -0.04 0.35 2.42
O 9.8550 -0.7773 -2.4295 -0.28 0.12 -1.16
C 8.5572 -0.8978 0.0577 -0.57 -0.07 -1.38
C 8.7776 1.4873 -0.6755 0.37 -0.03 -0.52
C 12.6958 -0.4240 -2.4629 -1.52 -0.92 0.21
H 11.3502 2.6435 -1.5647 -0.06 -0.23 0.27
H 10.6534 1.7988 -2.9260 0.13 -0.08 -0.20
H 12.4159 2.0786 -2.8021 -0.05 -0.07 -0.21
H 12.8301 -0.3389 0.0703 0.38 0.05 0.20
H 13.3688 1.3051 -0.4540 0.15 -0.26 -0.21
H 11.3147 2.2893 0.6926 0.41 0.19 -0.23
H 12.1641 1.2729 1.8547 0.15 -0.02 -0.11
H 9.7533 0.8162 1.7825 -0.52 0.42 -0.22
H 10.7291 -0.4758 1.5585 -0.31 -1.01 -1.00
H 7.7561 -0.5439 0.7067 0.43 -0.10 0.56
H 8.0006 -1.2086 -0.8264 0.02 0.23 -0.38
H 9.0408 -1.8288 0.3536 0.12 0.30 0.60
H 9.4090 2.3725 -0.7516 0.05 -0.17 -0.39
H 8.3181 1.2126 -1.6249 0.01 0.53 -0.26
H 7.9693 1.8143 -0.0214 0.03 -0.64 0.41
H 12.6678 -1.4475 -2.0889 0.38 -0.13 0.50
H 13.7298 -0.0794 -2.4673 -0.28 0.25 -0.12
H 12.2693 -0.5967 -3.4510 0.30 0.69 -0.35
H 10.1109 -1.7021 -2.4582 -0.22 -0.17 -0.21
C 1.1532 -3.6165 6.4282 -0.70 1.03 -0.15
C 1.7749 -4.1294 7.7170 -1.58 0.04 -0.21
C 1.0307 -3.4738 8.9173 -0.53 -1.11 0.53
C -0.3790 -4.0626 9.1692 1.01 -0.10 -0.64
C -0.2784 -5.5567 9.3086 -0.18 -1.67 0.33
C 0.4017 -6.3454 8.1594 -0.23 -0.59 -0.59
N 1.6612 -5.6158 7.7829 -0.96 0.03 3.03
O 2.3269 -6.2265 6.7559 0.37 -0.51 -1.42
C 0.6916 -7.8392 8.6524 0.56 0.98 -0.02
C -0.5945 -6.4588 6.9690 1.31 0.36 -1.13
C 3.2367 -3.7645 7.6921 1.62 -0.21 0.31
H 1.4724 -4.1610 5.5395 0.28 0.27 0.06
H 1.3428 -2.5434 6.4064 0.62 0.08 -0.62
H 0.0638 -3.5834 6.4156 -0.13 -0.58 0.28
H 1.5858 -3.7144 9.8239 0.31 0.17 0.09
H 0.8965 -2.3928 8.8792 0.59 0.07 -0.52
H -1.0344 -3.8498 8.3246 -0.15 0.23 0.04
H -0.7884 -3.6102 10.0724 -0.14 -0.03 -0.07
H -1.2673 -5.9981 9.4324 -0.32 0.06 -0.30
H 0.1820 -5.9163 10.2288 0.55 0.63 0.25
H 1.3209 -7.8456 9.5424 -0.12 0.24 0.25
H -0.2182 -8.3977 8.8728 -0.27 0.40 0.07
H 1.2362 -8.4822 7.9609 -0.04 0.47 -0.55
H -1.5674 -6.9101 7.1636 -0.02 0.51 0.34
H -0.5739 -5.5090 6.4345 -1.10 0.39 0.53
H -0.1933 -7.0184 6.1241 0.45 -0.81 0.34
H 3.5253 -2.7134 7.6974 -0.81 0.29 -0.41
H 3.7260 -4.2245 6.8336 -0.09 0.20 -0.24
H 3.8346 -4.1030 8.5384 -0.45 -0.56 0.43
H 3.2166 -6.3500 7.0946 0.12 -0.27 0.00

3.
20
Properties=species:S:1:pos:R:3:forces:R:3 method="wB97M-V/def2-TZVPD" relative_energy_kcal_mol=16.8 smiles=NCCCO.O.O e_tot_ha=-402.55368 charge=0 lumo_energy_ev=0.6 homo_ev=-9.545
C -1.1614 1.2582 0.4864 0.37 0.01 0.06
C -0.7033 -0.1846 0.3542 0.12 -0.21 0.07
C -0.4936 -0.5784 -1.1024 -0.46 0.11 0.25
O -0.2945 -1.9651 -1.2821 0.24 0.03 -0.05
N -1.2538 1.6643 1.8967 -0.25 0.16 -0.25
H -0.4501 1.8967 -0.0524 0.01 0.04 -0.17
H -2.1155 1.3937 -0.0247 -0.14 -0.03 0.21
H 0.2364 -0.3074 0.9166 -0.13 -0.02 -0.14
H -1.4220 -0.8714 0.8114 -0.06 0.17 -0.02
H -1.3784 -0.3305 -1.6890 -0.14 0.00 0.02
H 0.3095 0.0253 -1.5175 0.45 -0.01 -0.20
H 0.3532 -2.2640 -0.6327 -0.06 -0.03 0.16
H -0.3570 2.0227 2.2013 0.03 -0.13 0.11
H -1.8941 2.4454 1.9787 -0.02 -0.04 0.07
H 0.8907 -4.5486 0.9470 -0.08 0.00 0.07
H 1.1781 -4.1575 -0.5014 0.07 -0.05 0.24
O 1.2706 -3.8475 0.4113 0.06 0.03 -0.42
H 2.0890 2.7444 -0.3535 -0.06 -0.05 -0.04
H 2.4388 2.6291 -1.8441 -0.03 0.00 0.10
O 2.7572 2.9752 -1.0039 0.09 0.04 -0.06